Record 1
DFT (wB97M-V/def2-TZVPD) results for the molecule C5H10O2 at a distorted geometry.

The HOMO-LUMO gap comes out at 10.59 eV. As for the electronic energy: -346.88368 hartree. As for the spin multiplicity: 1. The value obtained for the LUMO energy is 0.93 eV.

```
17
Properties=species:S:1:pos:R:3:mulliken_charge:R:1
C 1.7171 1.1710 -0.4507 -0.64
O 1.1155 0.2222 -1.2958 -0.43
C 0.2699 -0.7061 -0.7178 0.04
C 0.4532 -1.3378 0.6313 -0.68
O -1.0353 -1.7988 0.3875 -0.48
C -1.2277 -0.5829 -0.3909 0.40
C -1.6907 0.6410 0.3998 -1.27
H 1.1660 1.2918 0.4889 0.29
H 2.7546 0.8894 -0.2196 0.26
H 1.7244 2.1181 -0.9937 0.24
H 0.2632 -1.5673 -1.3933 0.32
H 0.2684 -0.8530 1.5718 0.32
H 1.4410 -1.8377 0.7598 0.34
H -1.8554 -0.7035 -1.2813 0.37
H -1.3962 1.5448 -0.1508 0.27
H -2.7787 0.6806 0.5253 0.36
H -1.2445 0.6820 1.3982 0.29
```

=====

Record 2
DFT (wB97M-V/def2-TZVPD) results for the molecule C5H10O2.

The HOMO-LUMO gap comes out at 10.83 eV. As for the electronic energy: -346.95279 hartree. As for the spin multiplicity: 1. The value obtained for the LUMO energy is 1.03 eV.

```
17
Properties=species:S:1:pos:R:3:mulliken_charge:R:1
C 1.6631 -0.6999 1.2695 -1.27
C 1.1179 -0.4260 -0.1296 0.02
O 0.6025 -1.6112 -0.7126 -0.58
C 0.0501 0.6584 -0.0764 0.08
C -0.9406 0.7875 -1.2442 -0.61
C -2.0064 0.6218 -0.1548 -0.39
O -1.0126 0.2689 0.8218 -0.45
H 2.4075 -1.5001 1.2345 0.35
H 2.1220 0.1941 1.7082 0.33
H 0.8427 -1.0124 1.9256 0.30
H 1.9237 -0.0938 -0.7963 0.36
H -0.1796 -1.8459 -0.1890 0.38
H 0.4980 1.6146 0.2336 0.43
H -0.9385 1.7280 -1.7985 0.31
H -0.8801 -0.0610 -1.9295 0.22
H -2.7480 -0.1749 -0.2815 0.26
H -2.5217 1.5518 0.1193 0.25
```

=====

Record 3
DFT (wB97M-V/def2-TZVPD) results for the molecule C5H10O2.

The HOMO-LUMO gap comes out at 11.02 eV. As for the electronic energy: -346.93897 hartree. As for the spin multiplicity: 1. The value obtained for the LUMO energy is 0.96 eV.

```
17
Properties=species:S:1:pos:R:3:mulliken_charge:R:1
C -1.0424 1.4137 -1.9553 -0.70
O -1.0418 0.2162 -1.2030 -0.36
C -0.7641 0.3985 0.1276 -0.34
O 0.4451 1.0085 0.5777 -0.53
C 0.2898 -0.3974 0.7487 1.36
C 1.2643 -1.1528 -0.1253 -1.39
C 0.0135 -0.9778 2.1189 -1.30
H -1.6526 2.1859 -1.4716 0.33
H -1.4825 1.1356 -2.9199 0.23
H -0.0095 1.7423 -2.0929 0.27
H -1.5942 0.7828 0.7332 0.42
H 1.4144 -0.6323 -1.0749 0.30
H 0.9154 -2.1679 -0.3234 0.33
H 2.2259 -1.2068 0.3981 0.36
H -0.1616 -2.0498 1.9674 0.31
H 0.8476 -0.8562 2.8135 0.32
H -0.9034 -0.5565 2.5414 0.38
```

=====

Record 4
DFT (wB97M-V/def2-TZVPD) results for the molecule C5H10O2.

The HOMO-LUMO gap comes out at 10.98 eV. As for the electronic energy: -346.94654 hartree. As for the spin multiplicity: 1. The value obtained for the LUMO energy is 0.95 eV.

```
17
Properties=species:S:1:pos:R:3:mulliken_charge:R:1
C -1.4125 -1.3763 0.3134 -1.43
C -0.6105 -0.1589 -0.0886 1.36
C 0.8295 -0.3992 -0.5521 -0.88
C 1.8945 0.2685 0.3221 -0.52
O 1.7766 1.6718 0.3512 -0.56
C -1.3039 1.0561 -0.5268 -0.69
O -0.8159 0.9510 0.8092 -0.60
H -1.2680 -2.1960 -0.3969 0.39
H -1.0861 -1.7204 1.3009 0.28
H -2.4801 -1.1464 0.3696 0.37
H 0.9427 -0.0333 -1.5796 0.31
H 1.0233 -1.4789 -0.5746 0.37
H 2.8846 0.0462 -0.0908 0.37
H 1.8599 -0.1616 1.3363 0.29
H 0.9226 1.8416 0.7798 0.38
H -2.3896 1.0660 -0.6210 0.31
H -0.7671 1.7699 -1.1522 0.25
```